Record 1
{
  "formula": "C3H7NO2",
  "method": "wB97M-V/def2-TZVPD",
  "orbital_gap_ev": 6.99,
  "largest_force_ha_per_bohr": 0.008,
  "de_lowest_kcal_mol": 97.1,
  "elements": ["N", "C", "O", "C", "C", "O", "H", "H", "H", "H", "H", "H", "H"],
  "coordinates": [[-1.55292, -0.57966, -1.47775], [-0.55214, 0.08256, -0.90737], [0.30158, 0.59449, -1.79077], [-0.48942, 0.32258, 0.54374], [0.85400, -0.36067, 0.69103], [1.69970, 0.46569, 1.51582], [-2.38453, -0.80905, -0.95657], [-1.47672, -0.86723, -2.44199], [-1.37296, -0.07616, 1.06748], [-0.39308, 1.39305, 0.74904], [0.73132, -1.34853, 1.15080], [1.13394, 0.59853, -1.26695], [2.57930, 0.45702, 1.12937]],
  "forces_ev_per_angstrom": [[0.15, -0.06, 0.09], [-0.35, -0.02, -0.15], [0.01, 0.12, 0.22], [-0.08, 0.05, -0.27], [-0.22, -0.26, 0.26], [0.27, 0.04, -0.16], [0.19, -0.04, 0.00], [-0.05, 0.06, 0.11], [0.14, 0.05, -0.04], [0.01, -0.05, -0.04], [-0.02, 0.15, -0.12], [0.06, -0.01, 0.00], [-0.13, -0.02, 0.10]],
  "mulliken_charge": [-0.3297, 0.2512, -0.4513, -0.0568, -0.6904, -0.4925, 0.2246, 0.2346, 0.2913, 0.2031, 0.0890, 0.4239, 0.3030]
}

=====

Record 2
{
  "formula": "C17H26FIN2O4P",
  "method": "wB97M-V/def2-TZVPD",
  "orbital_gap_ev": 7.08,
  "charge": 1,
  "largest_force_ha_per_bohr": 0.062,
  "elements": ["C", "C", "P", "C", "C", "C", "C", "C", "C", "O", "C", "N", "N", "C", "C", "C", "C", "F", "C", "C", "O", "O", "C", "C", "O", "I", "H", "H", "H", "H", "H", "H", "H", "H", "H", "H", "H", "H", "H", "H", "H", "H", "H", "H", "H", "H", "H", "H", "H", "H", "H", "H"],
  "coordinates": [[0.54382, 3.77428, 0.17947], [0.77738, 2.65229, 1.29695], [1.41876, 1.11540, 0.45740], [2.60864, 0.33377, 1.72920], [4.10180, 0.22823, 1.19678], [0.14656, -0.17911, 0.07510], [-1.31042, -0.11736, 0.19148], [-2.00165, 1.19573, 0.65786], [-3.53752, 1.30412, 0.35209], [-3.84916, 1.67674, -0.99402], [-4.09785, 2.48990, 1.27920], [-4.97885, 1.89204, 2.33397], [-2.10761, -1.20333, -0.10525], [-1.60442, -2.40557, -0.56710], [-0.19092, -2.61388, -0.77219], [0.32812, -3.97914, -1.31539], [0.41618, -5.01529, -0.10883], [0.85824, -4.39521, 1.07280], [0.68709, -1.47423, -0.43044], [2.21900, -1.71815, -0.67085], [2.77727, -2.52796, 0.00202], [2.91391, -0.98239, -1.61030], [2.02426, -0.47250, -2.63060], [2.95995, 0.06390, -3.79584], [3.34054, -0.70409, -4.61397], [3.45704, 2.16613, -3.82846], [0.77805, 3.32350, -0.83001], [1.23527, 4.64537, 0.28490], [-0.52796, 4.10345, 0.10932], [1.61830, 3.04735, 1.93670], [-0.09270, 2.52562, 1.98218], [2.54731, 0.93609, 2.67360], [2.18107, -0.67424, 1.96334], [4.41362, -0.84573, 1.28925], [4.11932, 0.60214, 0.14665], [4.74590, 0.82921, 1.88762], [-1.82263, 1.31344, 1.76300], [-1.50480, 2.03553, 0.09082], [-4.13609, 0.39962, 0.67380], [-3.03587, 1.88976, -1.48738], [-3.21486, 2.92552, 1.84172], [-4.60207, 3.28893, 0.69052], [-4.52382, 1.03410, 2.67406], [-4.96083, 2.50276, 3.16045], [-3.12502, -1.18470, -0.00034], [-2.29240, -3.24807, -0.82476], [1.34166, -3.87016, -1.76667], [-0.43471, -4.40821, -2.01622], [1.13870, -5.84385, -0.34567], [-0.57062, -5.51105, 0.08252], [1.39352, 0.39250, -2.28965], [1.43150, -1.31321, -3.07081]],
  "forces_ev_per_angstrom": [[-0.32, -0.73, -0.65], [-0.04, 1.23, -0.03], [1.00, 0.28, 0.18], [-0.52, -0.49, 0.17], [-0.83, -0.11, 0.80], [-1.34, -2.91, -0.01], [0.76, 0.17, 0.11], [-0.23, -0.77, -0.70], [-0.51, 1.93, 1.08], [0.95, -0.90, 0.03], [1.02, -0.82, 1.30], [0.59, 0.19, -0.04], [1.96, -0.90, -0.59], [1.94, -0.20, -0.31], [-0.72, 1.97, 0.69], [-0.42, 0.02, 1.41], [0.28, -0.45, -0.29], [-0.50, -0.35, -0.92], [-1.63, 0.19, -0.58], [0.18, 0.39, 0.46], [-0.11, 0.27, -0.25], [-2.02, -0.38, 0.37], [0.28, 1.10, -1.06], [-0.45, -1.22, 0.37], [0.04, 0.67, 0.16], [-0.18, -0.49, 0.17], [-0.18, 0.53, 0.96], [-0.78, -0.68, 0.15], [1.04, -0.06, 0.32], [-0.68, -0.85, -0.58], [0.72, 0.12, -0.57], [-0.04, -0.50, -0.90], [0.51, 0.74, -0.05], [-0.12, 1.10, -0.43], [0.47, -0.40, 0.86], [-0.40, -0.42, -0.93], [-0.17, -0.10, -1.15], [-0.40, -0.71, 0.86], [0.59, 0.70, -0.65], [-0.52, -0.13, 0.30], [-0.71, 0.06, -1.04], [0.24, -0.89, 0.37], [-0.29, 0.38, -0.19], [-0.28, -0.20, -0.51], [0.44, 0.56, 0.01], [0.34, 1.19, 0.44], [-0.97, -0.06, 0.13], [0.93, 0.50, 0.30], [-0.58, 0.92, 0.11], [0.69, 0.71, -0.02], [0.55, -0.97, 0.01], [0.42, 0.78, 0.29]],
  "mulliken_charge": [-0.9593, -0.4901, 0.4104, -0.6597, -0.9151, 0.1627, 0.4033, -0.6504, -0.0646, -0.5890, -0.5160, -0.6969, 0.1549, -0.5779, 0.3644, -1.2239, -0.3550, -0.2819, 0.2478, -0.5018, -0.4205, -0.2597, 0.2743, -0.1385, -0.4040, 0.0415, 0.2753, 0.3083, 0.2388, 0.4660, 0.4306, 0.5609, 0.3582, 0.2296, 0.2575, 0.3538, 0.3650, 0.2441, 0.4136, 0.3813, 0.2121, 0.3547, 0.2406, 0.2750, 0.2623, 0.4394, 0.3242, 0.5277, 0.3581, 0.3163, 0.2241, 0.2274]
}